{
  "formula": "C2H4INO",
  "method": "ωB97M-V/def2-TZVPD",
  "symbols": ["C", "C", "N", "O", "I", "H", "H", "H", "H"],
  "xyz": [[0.314, -0.035, -0.915], [-1.506, 0.367, 0.470], [0.688, -0.333, -1.956], [-0.112, 0.497, 0.137], [3.876, -0.980, 0.468], [-1.768, 1.010, 1.313], [-1.641, -0.767, 0.480], [-2.270, 0.668, -0.203], [2.420, -0.426, 0.208]],
  "forces_ev_per_a": [[-0.322, 0.360, -1.337], [-0.552, -2.533, 0.369], [0.533, -0.803, -0.747], [-0.532, 1.623, 1.848], [0.528, -0.195, 0.140], [0.829, -0.847, 0.555], [-0.299, 1.534, 1.137], [0.202, 0.701, -1.864], [-0.387, 0.160, -0.100]],
  "lowdin_charge": [-0.454, -0.020, 0.181, -0.036, 0.452, 0.101, 0.129, 0.076, -0.429],
  "smiles": "COC#N.I",
  "homo_ev": -9.8570,
  "relative_energy_kcal_mol": 34.8,
  "orbital_gap_ev": 10.3,
  "lumo_energy_ev": 0.46
}

=====

{
  "formula": "C2H4INO",
  "method": "ωB97M-V/def2-TZVPD",
  "symbols": ["C", "C", "N", "O", "I", "H", "H", "H", "H"],
  "xyz": [[-0.172, 0.441, -1.144], [-0.336, -0.678, -0.129], [0.691, -0.490, 1.091], [0.732, 1.264, -0.986], [0.085, 1.090, 2.387], [-0.992, 0.724, -1.772], [-1.298, -0.665, 0.260], [-0.331, -1.634, -0.536], [1.622, -0.052, 0.829]],
  "forces_ev_per_a": [[1.779, 2.028, 2.431], [3.334, 2.539, 1.598], [-0.710, 0.313, -1.065], [-1.178, -1.538, -0.943], [-0.005, -0.776, -0.648], [-0.675, -0.361, -1.085], [-1.874, 0.628, 1.047], [1.030, -1.929, -0.785], [-1.701, -0.904, -0.549]],
  "lowdin_charge": [-0.234, -0.227, -0.455, -0.017, 0.674, 0.109, 0.064, 0.082, 0.005],
  "smiles": "O=CCNI",
  "homo_ev": -9.0149,
  "relative_energy_kcal_mol": 33.7,
  "orbital_gap_ev": 8.7,
  "lumo_energy_ev": -0.28
}

=====

{
  "formula": "C2H4INO2",
  "method": "ωB97M-V/def2-TZVPD",
  "symbols": ["C", "C", "N", "O", "O", "I", "H", "H", "H", "H"],
  "xyz": [[-1.052, 1.658, -0.178], [-1.571, -1.847, 0.631], [0.062, 1.637, -0.490], [-1.548, -1.017, -0.223], [1.210, 1.489, -0.690], [4.883, 0.332, -0.792], [3.308, 0.240, -0.381], [-1.994, 2.099, 0.031], [-0.756, -2.701, 0.787], [-2.542, -1.891, 1.305]],
  "forces_ev_per_a": [[0.274, 0.630, -0.303], [-1.131, -1.553, 1.171], [-2.152, -0.032, 1.077], [0.582, -0.135, -0.229], [2.123, -0.230, -0.718], [-0.455, -0.054, 0.138], [0.433, 0.080, -0.153], [-0.161, -0.172, -0.047], [-1.286, 1.683, -0.271], [1.773, -0.216, -0.666]],
  "lowdin_charge": [0.128, -0.164, -0.225, -0.041, -0.001, 0.360, -0.353, 0.081, 0.112, 0.103],
  "smiles": "C#[N+][O-].C=O.I",
  "homo_ev": -9.6358,
  "relative_energy_kcal_mol": 97.2,
  "orbital_gap_ev": 10.2,
  "lumo_energy_ev": 0.61
}

=====

{
  "formula": "C2H4INO2",
  "method": "ωB97M-V/def2-TZVPD",
  "symbols": ["C", "C", "N", "O", "O", "I", "H", "H", "H", "H"],
  "xyz": [[1.364, -0.301, 0.065], [0.082, -0.355, -0.145], [-0.914, -0.897, 0.744], [-1.639, -1.644, 0.105], [-0.884, -0.669, 1.940], [-1.549, 2.906, -0.772], [0.002, 2.067, -1.147], [1.674, -0.266, 1.153], [2.097, -0.200, -0.764], [-0.231, -0.640, -1.179]],
  "forces_ev_per_a": [[1.760, 0.919, 2.374], [-0.258, -1.593, -3.346], [0.426, 0.053, 0.040], [-0.744, -0.037, 1.375], [-0.421, -0.290, -0.687], [2.250, -1.186, -0.567], [-2.310, 1.314, 0.551], [0.138, -0.168, -1.461], [-0.723, -0.040, 0.866], [-0.117, 1.029, 0.854]],
  "lowdin_charge": [0.054, -0.220, -0.402, 0.070, 0.086, 0.291, -0.211, 0.105, 0.092, 0.135],
  "smiles": "C=C[N+](=O)[O-].I",
  "homo_ev": -10.1451,
  "relative_energy_kcal_mol": 102.4,
  "orbital_gap_ev": 9.6,
  "lumo_energy_ev": -0.58
}

=====

{
  "formula": "C2H4INO2",
  "method": "ωB97M-V/def2-TZVPD",
  "symbols": ["C", "C", "N", "O", "O", "I", "H", "H", "H", "H"],
  "xyz": [[0.962, 0.558, -0.010], [-0.735, -1.473, -0.015], [0.007, 1.558, -0.157], [-0.460, 2.026, -1.224], [-0.371, 2.031, 0.921], [0.164, -3.134, 0.701], [1.380, 0.477, 0.990], [1.216, 0.111, -0.921], [-1.523, -0.938, 0.702], [-0.641, -1.216, -0.986]],
  "forces_ev_per_a": [[-1.040, -0.543, 0.063], [-1.568, 1.676, 4.854], [-1.752, 2.501, 0.394], [1.430, -1.836, 0.713], [0.020, -0.111, 0.290], [0.094, -0.183, -0.012], [-0.033, -0.098, -0.561], [0.974, -0.575, -0.845], [1.911, -1.323, -1.919], [-0.035, 0.491, -2.977]],
  "lowdin_charge": [0.101, -0.634, -0.468, 0.019, 0.017, 0.814, 0.104, 0.066, 0.062, -0.081],
  "homo_ev": [-9.9462, -8.9362],
  "relative_energy_kcal_mol": 154.0,
  "orbital_gap_ev": [8.8, 7.0],
  "lumo_energy_ev": [-1.11, -1.99]
}

=====

{
  "formula": "C2H4INO2S",
  "method": "ωB97M-V/def2-TZVPD",
  "symbols": ["C", "C", "N", "O", "O", "S", "I", "H", "H", "H", "H"],
  "xyz": [[0.153, -1.188, 1.097], [0.954, 0.137, 0.910], [1.117, 0.724, -0.160], [0.157, -1.793, 2.164], [-0.428, -1.660, 0.009], [1.800, 0.545, 2.332], [-2.162, 2.435, -4.049], [-0.808, -2.445, 0.269], [-2.877, 3.643, -4.751], [0.641, 0.237, -0.947], [1.453, -0.635, 3.126]],
  "forces_ev_per_a": [[0.957, -0.287, 1.907], [-0.914, -2.783, 1.225], [-0.166, 0.639, -2.719], [-0.499, 0.552, -1.723], [1.271, 3.139, -1.134], [0.473, -0.638, 2.500], [0.358, -0.602, 0.353], [-1.630, -3.188, 0.728], [-0.357, 0.601, -0.349], [0.150, 0.571, 0.725], [0.357, 1.995, -1.511]],
  "lowdin_charge": [-0.497, -0.771, 0.098, 0.031, 0.162, 0.830, 0.383, 0.088, -0.386, 0.083, -0.021],
  "smiles": "[H]/N=C(/S)C(=O)O.I",
  "homo_ev": -9.5794,
  "relative_energy_kcal_mol": 15.2,
  "orbital_gap_ev": 9.7,
  "lumo_energy_ev": 0.08
}